1.
Below is the ion C4H7N2 with charge +1 in a non-equilibrium geometry, with properties calculated with ωB97M-V/def2-TZVPD.

Geometry as XYZ:
```
13
Properties=species:S:1:pos:R:3:forces:R:3
C -0.830 1.173 -0.800 1.069 0.506 -2.647
C -1.336 -0.177 -0.933 -1.065 -0.348 1.021
C -0.477 0.171 0.286 -1.421 0.573 -1.662
N 0.718 -0.428 0.328 1.826 -0.277 2.171
N 1.639 -0.941 -0.271 0.346 -0.042 -1.137
C 1.820 -0.753 1.202 1.130 0.731 0.393
H -0.043 1.433 -1.629 -1.594 0.164 2.157
H -1.624 1.807 -0.390 0.957 0.646 -0.582
H -2.375 -0.348 -0.662 0.239 -0.331 -0.363
H -0.816 -0.858 -1.558 -0.023 -0.514 -0.718
H -0.919 0.478 1.173 -0.251 -0.298 1.840
H 1.766 -1.715 1.759 -0.054 1.176 -0.145
H 2.478 0.158 1.496 -1.157 -1.986 -0.329
```
Positions in Å, forces in eV/Å.

The energy relative to the best compared isomer or geometry (same formula, charge and spin) is 565.9 kJ/mol. As for the HOMO energy: -15.95 eV. As for the charge: +1. As for the structure (SMILES): C1CC1[N+]1=NC1.

These are the Mulliken partial charges, in e, on atoms 1 to 2: number 1, C, carries -0.42; number 2, C, carries -0.57

---

2.
Below is a structure of composition C10H11Cl6RhW in a non-equilibrium geometry, with properties calculated with ωB97M-V/def2-TZVPD.

Geometry as XYZ:
```
29
Properties=species:S:1:pos:R:3:forces:R:3
Rh 2.121 -0.694 -0.624 3.649 0.190 -1.698
Cl 3.720 0.083 -2.552 -1.239 -0.380 1.327
C 0.852 -2.313 -0.929 -1.758 -0.863 -0.822
C 3.373 -1.410 0.938 0.900 0.019 1.253
H 1.359 -3.205 -0.506 0.224 0.641 -0.264
H -0.119 -2.348 -0.368 -0.176 -0.645 -0.727
H 0.582 -2.547 -2.018 0.426 0.578 1.430
H 3.160 -2.479 1.205 0.201 0.742 -0.783
H 3.114 -0.868 1.865 0.276 0.105 -0.355
H 4.472 -1.250 0.707 -1.389 -0.258 0.054
W 0.039 -0.623 0.721 -1.715 0.617 -4.484
C 0.779 0.912 1.791 0.652 1.293 1.012
C 0.030 -1.865 2.205 0.104 -2.159 2.730
H 1.125 0.541 2.751 0.336 0.104 0.331
H 1.589 1.441 1.289 0.224 0.210 0.160
H -0.012 1.633 1.983 -0.028 0.354 0.076
H 0.706 -1.624 3.037 -0.273 -0.266 0.158
H -0.311 -2.908 2.220 -0.039 0.230 0.190
Cl 0.642 2.798 -0.905 0.121 0.204 -0.170
C -0.945 2.146 -1.004 -1.380 0.085 -0.359
C -1.167 0.862 -0.452 -0.343 1.023 -0.543
C -2.455 0.398 -0.633 -0.542 0.303 -0.391
Cl -2.560 -1.210 0.149 -0.958 0.306 -0.165
C -3.514 1.061 -1.297 0.560 0.219 0.327
Cl -5.069 0.351 -1.468 0.113 -0.188 0.114
C -3.296 2.379 -1.789 1.383 -0.952 0.748
Cl -4.546 3.288 -2.512 -0.022 -0.114 0.000
C -1.995 2.919 -1.643 0.702 -1.067 0.838
Cl -1.675 4.534 -2.159 -0.013 -0.331 0.011
```
Positions in Å, forces in eV/Å.

The energy relative to the best compared isomer or geometry (same formula, charge and spin) is 22.5 kJ/mol. As for the HOMO energy (spin up / spin down): -7.70 / -9.31 eV. As for the charge: 0. Its spin multiplicity is 7. As for the expectation value of S²: 12.017.

These are the Mulliken partial charges, in e, on atoms 1 to 2: number 1, Rh, carries -0.04; number 2, Cl, carries -0.47

---

Please write out number 2 again, unchanged.
Below is a structure of composition C10H11Cl6RhW in a non-equilibrium geometry, with properties calculated with ωB97M-V/def2-TZVPD.

Geometry as XYZ:
```
29
Properties=species:S:1:pos:R:3:forces:R:3
Rh 2.121 -0.694 -0.624 3.649 0.190 -1.698
Cl 3.720 0.083 -2.552 -1.239 -0.380 1.327
C 0.852 -2.313 -0.929 -1.758 -0.863 -0.822
C 3.373 -1.410 0.938 0.900 0.019 1.253
H 1.359 -3.205 -0.506 0.224 0.641 -0.264
H -0.119 -2.348 -0.368 -0.176 -0.645 -0.727
H 0.582 -2.547 -2.018 0.426 0.578 1.430
H 3.160 -2.479 1.205 0.201 0.742 -0.783
H 3.114 -0.868 1.865 0.276 0.105 -0.355
H 4.472 -1.250 0.707 -1.389 -0.258 0.054
W 0.039 -0.623 0.721 -1.715 0.617 -4.484
C 0.779 0.912 1.791 0.652 1.293 1.012
C 0.030 -1.865 2.205 0.104 -2.159 2.730
H 1.125 0.541 2.751 0.336 0.104 0.331
H 1.589 1.441 1.289 0.224 0.210 0.160
H -0.012 1.633 1.983 -0.028 0.354 0.076
H 0.706 -1.624 3.037 -0.273 -0.266 0.158
H -0.311 -2.908 2.220 -0.039 0.230 0.190
Cl 0.642 2.798 -0.905 0.121 0.204 -0.170
C -0.945 2.146 -1.004 -1.380 0.085 -0.359
C -1.167 0.862 -0.452 -0.343 1.023 -0.543
C -2.455 0.398 -0.633 -0.542 0.303 -0.391
Cl -2.560 -1.210 0.149 -0.958 0.306 -0.165
C -3.514 1.061 -1.297 0.560 0.219 0.327
Cl -5.069 0.351 -1.468 0.113 -0.188 0.114
C -3.296 2.379 -1.789 1.383 -0.952 0.748
Cl -4.546 3.288 -2.512 -0.022 -0.114 0.000
C -1.995 2.919 -1.643 0.702 -1.067 0.838
Cl -1.675 4.534 -2.159 -0.013 -0.331 0.011
```
Positions in Å, forces in eV/Å.

The energy relative to the best compared isomer or geometry (same formula, charge and spin) is 22.5 kJ/mol. As for the HOMO energy (spin up / spin down): -7.70 / -9.31 eV. As for the charge: 0. Its spin multiplicity is 7. As for the expectation value of S²: 12.017.

These are the Mulliken partial charges, in e, on atoms 1 to 2: number 1, Rh, carries -0.04; number 2, Cl, carries -0.47